Entry from OMol25: 2 unconnected molecules or ions with the total composition C14H27N4O7 at a distorted geometry (ωB97M-V/def2-TZVPD).

Geometry as XYZ:
```
52
Properties=species:S:1:pos:R:3
O -0.761 -4.170 -1.124
O -3.877 -3.593 -3.879
O 3.460 3.680 6.662
O 2.376 0.729 0.650
O 2.889 0.456 5.088
O 1.473 2.746 2.733
O 3.981 3.803 3.956
C -1.259 -3.514 -2.022
C -4.112 -2.484 -3.422
C -1.008 0.180 -1.237
C -1.160 0.030 -2.593
C 0.602 1.329 -2.239
N 0.101 0.987 -1.035
N -5.243 -1.822 -3.698
N -2.236 -2.656 -1.708
N -0.156 0.764 -3.202
C -0.678 -3.622 -3.419
C -6.321 -2.355 -4.534
C 3.716 2.304 6.385
C 2.757 0.801 2.037
C 2.957 1.888 5.113
C 2.806 2.250 2.534
C 3.653 2.407 3.826
C -2.244 -0.734 -3.334
C -3.079 -1.760 -2.533
H 3.679 4.197 5.859
H 2.577 -0.172 0.331
H 2.453 0.119 5.892
H 1.516 3.602 3.201
H 4.610 4.079 3.263
H -1.627 -0.260 -0.464
H 1.489 1.938 -2.396
H 0.534 1.212 -0.130
H -5.382 -0.914 -3.285
H -2.509 -2.761 -0.742
H -0.007 0.841 -4.203
H -0.096 -2.734 -3.644
H -0.020 -4.491 -3.449
H -1.462 -3.769 -4.156
H -7.004 -1.557 -4.832
H -6.879 -3.114 -3.980
H -5.908 -2.821 -5.433
H 4.790 2.133 6.257
H 3.379 1.705 7.238
H 2.055 0.222 2.647
H 3.747 0.348 2.152
H 1.942 2.295 5.175
H 3.292 2.840 1.750
H 4.586 1.844 3.710
H -1.789 -1.243 -4.185
H -2.931 0.003 -3.754
H -3.674 -1.184 -1.825
```

Summary:
HOMO level = -11.82 eV
frontier orbital gap = 8.93 eV
net charge = +1